Density functional theory data (ωB97M-V with the def2-TZVPD basis set) for a structure of composition H4N2O5Si2.

Geometry as XYZ:
```
13
Properties=species:S:1:pos:R:3
N 2.38256 -0.89083 0.28056
N -3.74951 -0.13591 0.72303
O 3.42127 -0.77402 0.90651
O 2.01430 -1.87532 -0.38481
O -0.12464 0.27273 -0.10463
O -3.86062 -1.12848 0.08441
O -2.54850 0.28062 0.86223
Si 1.35389 0.57018 0.44486
Si -1.51401 -0.62169 -0.09215
H 1.52849 1.01287 1.77285
H 2.00868 1.55564 -0.59788
H -0.83063 -1.68513 0.73648
H -2.11616 -0.60554 -1.56128
```

The calculation puts the energy at -29034.7389 eV. The spin multiplicity is 1. As for the total charge: 0. The value obtained for the largest force on an atom is 3.7 eV/Å. Its gap between HOMO and LUMO is 10.619 eV. As for the energy above the lowest of the compared OMol25 structures with the same formula, charge and spin: 0.0 kJ/mol.